Entry 1:
Below is 4 unconnected molecules or ions with the total composition H9O4 at a distorted geometry, with properties calculated with ωB97M-V/def2-TZVPD.

```
13
Properties=species:S:1:pos:R:3
H -0.55 0.67 0.13
H 0.16 -1.31 2.76
H 0.16 2.09 0.06
H -2.35 0.56 0.84
H -1.30 -0.61 1.35
O 0.02 -1.49 1.82
O -0.14 1.44 -0.59
O 1.57 0.17 -2.43
H 0.70 1.02 -0.87
H 0.89 -0.17 -3.05
O -1.47 0.33 1.08
H -0.02 -2.45 1.70
H 2.33 -0.25 -2.82
```

DFT total energy ... -306.09115 hartree
Lowest unoccupied orbital energy ... -3.40 eV
HOMO energy ... -16.0 eV
Frontier orbital gap ... 12.56 eV
Total charge ... +1
Energy above the lowest of the compared OMol25 structures with the same formula, charge and spin ... 92.67 kJ/mol

Entry 2:
Below is 4 unconnected molecules or ions with the total composition H9O4 at a distorted geometry, with properties calculated with ωB97M-V/def2-TZVPD.

```
13
Properties=species:S:1:pos:R:3
H 0.67 -0.23 3.30
O -0.10 -1.40 0.47
H -1.65 0.90 -3.13
O -1.54 0.86 -2.19
H 0.98 0.77 2.22
H -0.18 0.58 -1.22
H 0.39 -2.21 0.21
H -1.51 1.81 -1.99
H 0.23 -1.18 1.40
H 1.43 0.73 -1.15
O 0.61 0.71 -0.63
O 0.99 -0.19 2.38
H 0.44 -0.67 -0.09
```

DFT total energy ... -306.09586 hartree
Lowest unoccupied orbital energy ... -3.49 eV
HOMO energy ... -16.2 eV
Frontier orbital gap ... 12.76 eV
Total charge ... +1
Energy above the lowest of the compared OMol25 structures with the same formula, charge and spin ... 80.31 kJ/mol

Entry 3:
Below is 5 unconnected molecules or ions with the total composition H9O4S at a distorted geometry, with properties calculated with ωB97M-V/def2-TZVPD.

```
14
Properties=species:S:1:pos:R:3
H 1.37 -0.88 0.13
H 2.60 -1.70 0.15
H -1.41 1.93 -1.03
H -0.14 1.12 2.19
S -0.10 -0.10 1.58
H 1.85 1.79 0.61
O 2.29 2.03 -0.24
O 2.17 -1.03 -0.43
H -1.52 -2.51 -1.87
O -2.46 -2.31 -1.87
H 2.00 1.24 -0.75
O -1.94 1.45 -0.35
H -2.47 -1.42 -1.54
H -1.22 0.88 0.01
```

DFT total energy ... -704.60419 hartree
Lowest unoccupied orbital energy ... 3.71 eV
HOMO energy ... -4.0 eV
Frontier orbital gap ... 7.75 eV
Total charge ... -1
Energy above the lowest of the compared OMol25 structures with the same formula, charge and spin ... 82.36 kJ/mol

Entry 4:
Below is 5 unconnected molecules or ions with the total composition H9O5 at a distorted geometry, with properties calculated with ωB97M-V/def2-TZVPD.

```
14
Properties=species:S:1:pos:R:3
H -2.33 0.39 0.03
O -3.02 0.24 -0.71
H 0.17 -1.21 0.99
H -0.09 2.27 -0.18
H -2.74 -0.52 -1.27
H -0.02 0.77 0.04
H -1.41 -0.19 2.04
H 1.30 -1.67 -0.11
H 2.55 0.60 -1.32
O 1.00 -1.75 0.80
O 0.46 1.51 -0.47
O -1.06 0.08 1.18
O 2.89 -0.24 -0.89
H 2.29 -0.27 -0.13
```

DFT total energy ... -381.64682 hartree
Lowest unoccupied orbital energy ... 4.25 eV
HOMO energy ... -4.9 eV
Frontier orbital gap ... 9.13 eV
Total charge ... -1
Energy above the lowest of the compared OMol25 structures with the same formula, charge and spin ... 42.04 kJ/mol

Entry 5:
Below is 5 unconnected molecules or ions with the total composition H9O5 at a distorted geometry, with properties calculated with ωB97M-V/def2-TZVPD.

```
14
Properties=species:S:1:pos:R:3
H -2.76 0.90 -1.36
H 2.42 -0.78 0.11
O -3.17 1.08 -0.49
H -0.57 -1.11 2.44
H -2.53 0.66 0.07
H 3.81 -0.40 -0.13
H -0.28 0.54 -1.07
O 0.65 0.37 -0.09
O 0.17 -0.52 2.58
O 3.28 -1.21 -0.05
H 0.41 -0.35 1.65
H -1.09 -0.69 -2.04
H 0.68 1.27 0.24
O -1.03 0.25 -1.86
```

DFT total energy ... -381.64389 hartree
Lowest unoccupied orbital energy ... 4.24 eV
HOMO energy ... -5.2 eV
Frontier orbital gap ... 9.46 eV
Total charge ... -1
Energy above the lowest of the compared OMol25 structures with the same formula, charge and spin ... 49.74 kJ/mol

Entry 6:
Below is a single HI2OP molecule at a distorted geometry, with properties calculated with ωB97M-V/def2-TZVPD.

```
5
Properties=species:S:1:pos:R:3
P 0.22 -0.10 0.82
I 0.93 2.00 -0.16
I 1.77 -1.76 -0.18
O -1.20 -0.42 -0.44
H -1.73 0.28 -0.05
```

DFT total energy ... -1012.60427 hartree
Lowest unoccupied orbital energy ... -0.83 eV
HOMO energy ... -9.7 eV
Structure (SMILES) ... OP(I)I
Frontier orbital gap ... 8.83 eV
Energy above the lowest of the compared OMol25 structures with the same formula, charge and spin ... 55.95 kJ/mol

Entry 7:
Below is 2 unconnected molecules or ions with the total composition HIO2 at a distorted geometry, with properties calculated with ωB97M-V/def2-TZVPD.

```
4
Properties=species:S:1:pos:R:3
I -2.94 0.12 0.01
O -1.84 -1.34 -0.16
H 0.09 0.16 -0.01
O 0.10 -0.75 0.30
```

DFT total energy ... -448.55060 hartree
Lowest unoccupied orbital energy (alpha / beta) ... -3.23 / -3.18 eV
HOMO energy (alpha / beta) ... -10.0 / -9.9 eV
Frontier orbital gap (alpha / beta) ... 6.73 / 6.75 eV
Energy above the lowest of the compared OMol25 structures with the same formula, charge and spin ... 214.94 kJ/mol

Entry 8:
Below is a single HIP2S molecule at a distorted geometry, with properties calculated with ωB97M-V/def2-TZVPD.

```
5
Properties=species:S:1:pos:R:3
I -2.12 -0.24 1.91
P 0.99 -0.50 -1.47
H -0.20 -1.18 -1.81
S 1.20 1.66 1.08
P 0.13 0.26 0.28
```

DFT total energy ... -1379.11411 hartree
Lowest unoccupied orbital energy (alpha / beta) ... -1.78 / -3.50 eV
HOMO energy (alpha / beta) ... -7.9 / -9.1 eV
Frontier orbital gap (alpha / beta) ... 6.14 / 5.64 eV
Multiplicity ... 3
Energy above the lowest of the compared OMol25 structures with the same formula, charge and spin ... 0.00 kJ/mol

Entry 9:
Below is a gas-phase ion, HN2O2 (charge -1) at a distorted geometry, with properties calculated with ωB97M-V/def2-TZVPD.

```
5
Properties=species:S:1:pos:R:3
H 1.66 -0.08 0.21
N -0.55 -0.06 -0.03
N 0.94 0.75 -0.07
O -1.52 0.70 -0.05
O -0.53 -1.31 -0.06
```

DFT total energy ... -260.46468 hartree
Lowest unoccupied orbital energy ... 5.22 eV
HOMO energy ... -2.9 eV
Structure (SMILES) ... N=[N+]([O-])[O-]
Frontier orbital gap ... 8.11 eV
Total charge ... -1
Energy above the lowest of the compared OMol25 structures with the same formula, charge and spin ... 162.31 kJ/mol

Entry 10:
Below is 2 unconnected molecules or ions with the total composition HN2O3 at a distorted geometry, with properties calculated with ωB97M-V/def2-TZVPD.

```
6
Properties=species:S:1:pos:R:3
H -1.62 0.68 0.29
O -1.59 -1.30 -0.02
N -1.12 -0.24 0.03
N 1.95 -0.15 -0.19
O 0.00 0.21 -0.20
O 2.38 0.79 0.09
```

DFT total energy ... -335.32232 hartree
Lowest unoccupied orbital energy ... -7.97 eV
HOMO energy ... -17.2 eV
Frontier orbital gap ... 9.26 eV
Total charge ... +1
Energy above the lowest of the compared OMol25 structures with the same formula, charge and spin ... 45.56 kJ/mol

Entry 11:
Below is 2 unconnected molecules or ions with the total composition HN2O3P at a distorted geometry, with properties calculated with ωB97M-V/def2-TZVPD.

```
7
Properties=species:S:1:pos:R:3
N -2.73 -0.03 -0.02
O -3.75 -0.64 -0.05
H 0.63 -0.40 0.01
O 3.46 0.42 0.00
N 2.28 0.54 -0.11
O 1.57 -0.62 0.13
P -1.47 0.74 0.04
```

DFT total energy ... -677.01567 hartree
Lowest unoccupied orbital energy ... -0.70 eV
HOMO energy ... -10.3 eV
Structure (SMILES) ... [O-][N+]#P.O=NO
Frontier orbital gap ... 9.61 eV
Energy above the lowest of the compared OMol25 structures with the same formula, charge and spin ... 0.00 kJ/mol

Entry 12:
Below is 2 unconnected molecules or ions with the total composition HN2O3P at a distorted geometry, with properties calculated with ωB97M-V/def2-TZVPD.

```
7
Properties=species:S:1:pos:R:3
N -1.35 -1.58 0.25
O -2.01 -2.60 0.23
O 3.82 -1.39 -0.39
H -0.19 0.15 0.48
O 3.17 0.41 0.68
N 3.09 -0.55 -0.03
P 0.09 -1.04 -0.02
```

DFT total energy ... -676.94354 hartree
Lowest unoccupied orbital energy (alpha / beta) ... -0.49 / -1.95 eV
HOMO energy (alpha / beta) ... -9.1 / -9.6 eV
Frontier orbital gap (alpha / beta) ... 8.63 / 7.63 eV
Multiplicity ... 3
Energy above the lowest of the compared OMol25 structures with the same formula, charge and spin ... 35.89 kJ/mol

Entry 13:
Below is a gas-phase ion, HN2O3S (charge -1) at a distorted geometry, with properties calculated with ωB97M-V/def2-TZVPD.

```
7
Properties=species:S:1:pos:R:3
H -0.21 -0.37 1.09
O -1.77 -0.11 -0.38
N 0.36 0.21 1.64
O 0.00 -1.13 -1.64
O 1.02 0.54 -0.43
S -0.56 0.10 -1.14
N 1.15 0.77 0.86
```

DFT total energy ... -733.98437 hartree
Lowest unoccupied orbital energy ... 4.15 eV
HOMO energy ... -4.2 eV
Frontier orbital gap ... 8.30 eV
Total charge ... -1
Energy above the lowest of the compared OMol25 structures with the same formula, charge and spin ... 345.99 kJ/mol

Entry 14:
Below is 2 unconnected molecules or ions with the total composition HN2O4 at a distorted geometry, with properties calculated with ωB97M-V/def2-TZVPD.

```
7
Properties=species:S:1:pos:R:3
N -0.24 -0.81 0.00
O 0.51 0.10 0.24
O 1.93 -0.08 -0.02
H 2.59 0.65 0.17
O -0.02 -1.87 -0.45
N -2.37 0.45 0.04
O -2.40 1.55 0.02
```

DFT total energy ... -410.44541 hartree
Lowest unoccupied orbital energy (alpha / beta) ... -8.72 / -8.71 eV
HOMO energy (alpha / beta) ... -15.4 / -15.4 eV
Frontier orbital gap (alpha / beta) ... 6.70 / 6.70 eV
Total charge ... +1
Energy above the lowest of the compared OMol25 structures with the same formula, charge and spin ... 78.23 kJ/mol

Entry 15:
Below is 2 unconnected molecules or ions with the total composition HN2O5 at a distorted geometry, with properties calculated with ωB97M-V/def2-TZVPD.

```
8
Properties=species:S:1:pos:R:3
H -0.64 0.45 0.23
O 2.65 0.44 -0.07
N -1.41 -0.36 0.05
O 0.86 -0.79 -0.02
O -1.05 -1.17 -0.78
O 0.69 1.34 0.00
O -2.53 -0.24 0.59
N 1.44 0.32 0.01
```

DFT total energy ... -486.14659 hartree
Lowest unoccupied orbital energy ... 4.53 eV
HOMO energy ... -4.8 eV
Frontier orbital gap ... 9.36 eV
Total charge ... -1
Energy above the lowest of the compared OMol25 structures with the same formula, charge and spin ... 120.97 kJ/mol

Entry 16:
Below is 2 unconnected molecules or ions with the total composition HN3O7S2 at a distorted geometry, with properties calculated with ωB97M-V/def2-TZVPD.

```
13
Properties=species:S:1:pos:R:3
O 0.31 -0.94 1.21
N 1.92 -2.21 -0.43
O 1.68 -4.02 0.85
O 1.80 -1.07 -0.76
O 0.88 1.12 0.01
O -1.66 2.30 -1.07
S -0.13 -0.06 0.17
O -2.72 3.26 0.49
O -0.74 -0.40 -1.08
N -2.09 2.43 0.02
H 0.70 1.52 -0.94
N 1.61 -3.02 0.31
S -1.57 1.09 1.20
```

DFT total energy ... -1487.57471 hartree
Lowest unoccupied orbital energy ... -0.57 eV
HOMO energy ... -10.3 eV
Structure (SMILES) ... O=[N+]([O-])SS(=O)(=O)O.O=NN=O
Frontier orbital gap ... 9.73 eV
Energy above the lowest of the compared OMol25 structures with the same formula, charge and spin ... 54.67 kJ/mol

Entry 17:
Below is a gas-phase ion, HN5OS (charge -2) at a distorted geometry, with properties calculated with ωB97M-V/def2-TZVPD.

```
8
Properties=species:S:1:pos:R:3
N -0.95 -0.28 -0.95
H 1.07 1.30 0.79
O 1.31 -0.45 2.24
N -1.27 -1.16 -0.23
N 0.10 0.58 -0.81
N 0.81 -0.67 1.05
N 0.74 0.41 0.36
S -1.82 0.27 -2.46
```

DFT total energy ... -747.54417 hartree
Lowest unoccupied orbital energy ... 6.77 eV
HOMO energy ... 1.8 eV
Frontier orbital gap ... 5.00 eV
Total charge ... -2
Energy above the lowest of the compared OMol25 structures with the same formula, charge and spin ... 284.33 kJ/mol

Entry 18:
Below is a single HNO2S2 molecule at a distorted geometry, with properties calculated with ωB97M-V/def2-TZVPD.

```
6
Properties=species:S:1:pos:R:3
S 0.78 0.51 0.75
H -1.71 0.72 1.34
O -0.39 -0.68 -1.24
O 1.61 -1.37 -0.80
N 0.65 -0.70 -0.66
S -0.94 1.53 0.60
```

DFT total energy ... -1002.10466 hartree
Lowest unoccupied orbital energy ... 0.25 eV
HOMO energy ... -10.4 eV
Structure (SMILES) ... O=[N+]([O-])SS
Frontier orbital gap ... 10.64 eV
Energy above the lowest of the compared OMol25 structures with the same formula, charge and spin ... 63.57 kJ/mol

Entry 19:
Below is a single HNO3P2 molecule at a distorted geometry, with properties calculated with ωB97M-V/def2-TZVPD.

```
7
Properties=species:S:1:pos:R:3
O 0.58 1.56 0.65
H -2.42 0.87 0.65
P -1.83 -0.15 -0.30
N 0.94 -1.08 0.69
P 0.20 0.53 -0.30
O 1.49 -1.85 0.10
O 1.03 0.11 -1.49
```

DFT total energy ... -963.66989 hartree
Lowest unoccupied orbital energy (alpha / beta) ... -1.89 / -3.14 eV
HOMO energy (alpha / beta) ... -10.1 / -10.6 eV
Frontier orbital gap (alpha / beta) ... 8.24 / 7.48 eV
Multiplicity ... 3
Energy above the lowest of the compared OMol25 structures with the same formula, charge and spin ... 0.00 kJ/mol

Entry 20:
Below is a single HNO3S molecule at a distorted geometry, with properties calculated with ωB97M-V/def2-TZVPD.

```
6
Properties=species:S:1:pos:R:3
S 0.41 -0.07 1.61
O 0.01 -2.52 1.31
O 0.06 -0.46 0.06
N 0.32 -1.70 2.10
H -0.60 -0.09 -0.49
O 0.69 -1.80 3.24
```

DFT total energy ... -679.11712 hartree
Lowest unoccupied orbital energy ... -0.01 eV
HOMO energy ... -10.1 eV
Frontier orbital gap ... 10.13 eV
Energy above the lowest of the compared OMol25 structures with the same formula, charge and spin ... 91.27 kJ/mol